Entry from the Open Molecules 2025 dataset: C15H26N4O2P2Y as an isolated structure in a non-equilibrium geometry (ωB97M-V with the def2-TZVPD basis set).

## Properties
- 2S+1 = 2
- total charge = +2
- molar mass (g mol⁻¹) = 445.25
- frontier orbital gap (alpha / beta) (eV) = 7.7 / 5.2

Geometry as XYZ:
```
50
Properties=species:S:1:pos:R:3:lowdin_spin:R:1
Y -0.2470 -0.4947 0.4325 -0.01
P 1.0666 -3.0153 -0.1920 0.00
P -1.5422 0.8398 2.7509 0.05
N -0.3579 -0.7120 -1.7283 0.05
N -1.5839 1.2385 -0.3999 0.34
H -1.2480 0.1089 -3.5324 0.00
H -1.3979 2.4210 -2.1477 0.01
H 0.1837 0.9794 -2.8593 0.00
C -0.7249 0.4060 -2.5956 0.00
H -2.6923 1.2253 -2.2166 0.02
C -1.6608 1.3896 -1.8590 0.04
H -1.1464 -2.0827 -3.1968 0.00
H -2.9429 2.7833 -0.1736 0.00
C -0.7636 -2.0025 -2.1766 0.01
C -2.3453 2.0242 0.3545 0.01
H 0.9868 -3.1743 -2.5943 0.00
C 0.1881 -3.1525 -1.8271 0.00
H -0.3636 -4.0998 -1.8753 0.00
H -2.6354 0.3729 3.5508 0.02
H -1.0008 1.8044 3.6612 0.02
H 0.7407 -4.3202 0.2732 0.00
H 2.3577 -3.3448 -0.6694 0.00
O -1.7117 -2.0839 0.6617 0.00
C -2.7824 -2.4746 0.1395 0.00
C -2.9623 -3.8491 -0.3585 0.00
C -3.9290 -1.5440 -0.0434 0.00
H -1.7345 -2.0991 -1.7635 0.00
H -2.1037 -4.4124 -0.7967 0.00
H -3.2420 -4.3274 0.5839 0.00
H -3.7865 -3.9453 -1.0921 0.00
H -3.6624 -0.4719 -0.0969 0.00
H -4.5721 -1.8050 -0.9078 0.00
H -4.3855 -1.8491 0.9272 0.00
C -2.4772 1.9704 1.7441 0.41
H -3.1756 2.6773 2.1845 0.02
N 5.5113 4.2928 0.9393 0.00
C 5.3412 3.1550 1.6627 0.00
O 6.1485 2.7860 2.5416 0.00
C 4.1163 2.3494 1.3628 0.00
C 3.1482 2.7099 0.4121 0.00
C 2.0206 1.9097 0.2193 0.00
N 1.8158 0.7632 0.9263 0.00
C 2.7588 0.3867 1.8329 0.00
C 3.8953 1.1591 2.0775 0.00
H 6.3427 4.8380 1.1452 0.00
H 4.8894 4.6161 0.2205 0.00
H 3.2399 3.6066 -0.1936 0.00
H 1.2423 2.1811 -0.5079 0.00
H 2.5791 -0.5557 2.3727 0.00
H 4.6049 0.8216 2.8271 0.00
```